Molecular formula: CH3I2P
Method: DFT, wB97M-V/def2-TZVPD

```
7
Properties=species:S:1:pos:R:3
H -5.221 0.480 1.625
H -0.537 1.169 0.318
H -1.433 -0.363 -0.036
I -3.897 1.429 1.217
P 0.319 -0.987 1.161
C -0.590 0.178 0.439
I 1.978 0.461 2.035
```

Results
Energy above the lowest of the compared OMol25 structures with the same formula, charge and spin (eV): 2.172
HOMO-LUMO gap (eV): 8.976
LUMO (Ha): -0.006
Strongest force on any atom (Eh/bohr): 0.1036
SMILES string: C=PI.I